20
Properties=species:S:1:pos:R:3 method="wB97M-V/def2-TZVPD" homo_lumo_gap_ev=8.382 total_charge=0 multiplicity=1 smiles="C1=C[C@@H]2P[C@]2(Pc2cccs2)S1"
C -2.0000 2.1523 -0.1523
C -2.6496 1.4460 -1.0855
C -2.5150 0.0006 -0.8736
P -3.1822 -1.2181 0.3715
C -1.5630 -0.2020 0.3931
P -0.1609 -1.4577 0.5486
C 1.3895 -0.4733 0.2454
C 2.4814 -0.9339 -0.4322
C 3.5583 -0.0476 -0.3754
C 3.1773 1.0772 0.2639
S 1.6321 1.0853 0.9993
S -1.4413 1.3121 1.2589
H -2.0057 3.2095 -0.0961
H -3.1617 1.5930 -2.0442
H -2.3793 -0.5419 -1.8241
H -2.4647 -2.4051 -0.1779
H 0.0486 -1.0536 1.8472
H 2.5764 -1.8883 -0.8468
H 4.4630 -0.2659 -1.0233
H 3.9539 1.9227 0.5383

81
Properties=species:S:1:pos:R:3 method="wB97M-V/def2-TZVPD" homo_lumo_gap_ev=4.954 total_charge=+1 multiplicity=1
K 0.3107 -3.0872 -3.0915
K 1.9504 -3.9503 0.4442
As 0.3144 -0.3233 0.3971
F 1.7091 0.7349 -0.1194
F 1.3938 -1.4978 1.2564
F -1.0341 -1.3977 0.9334
F -0.8516 0.7851 -0.4417
F 0.3841 -1.3324 -1.0474
F 0.1478 0.6341 1.8877
C -2.9302 1.6712 1.7175
N -3.1119 2.9022 2.5594
O -3.4179 3.9789 2.0687
O -2.8812 2.8292 3.7423
H -3.7118 1.5788 0.9635
H -2.7858 0.8032 2.3608
H -1.9534 1.8528 1.2691
C -6.0236 -2.2696 1.7297
N -4.5325 -2.1793 1.6087
O -3.9307 -3.2287 1.8156
O -4.0002 -1.1743 1.2048
H -6.1444 -2.0528 2.7910
H -6.3666 -3.2400 1.3706
H -6.5005 -1.4803 1.1486
C -1.4039 4.0791 -1.1539
N -2.0825 3.1588 -2.0373
O -1.7534 3.1912 -3.2510
O -2.9828 2.4571 -1.5637
H -1.9826 4.2918 -0.2550
H -1.4078 5.0755 -1.5957
H -0.4597 3.5982 -0.8986
C 4.8421 -0.1722 1.0598
C 5.3271 -1.5645 0.4947
O 5.9382 -2.2623 1.5921
S 5.1835 -1.7518 3.0473
O 6.0356 -1.7350 4.2217
O 3.8122 -2.3186 3.1236
O 5.2063 -0.2089 2.3960
H 3.7558 -0.0853 1.0823
H 5.3207 0.5325 0.3798
H 6.0212 -1.5675 -0.3458
H 4.5279 -2.1585 0.0511
N 2.6466 0.4683 -3.3902
C 2.2355 -0.2357 -4.5012
C 1.1049 0.3957 -5.0070
C 0.8022 1.4915 -4.2349
C 1.8363 1.6087 -3.3196
H 3.5267 0.3229 -2.9166
H 2.7426 -1.1352 -4.8175
H 0.5083 0.0147 -5.8227
H -0.0600 2.1392 -4.2937
H 2.0175 2.2896 -2.5011
N -0.7072 -3.4402 2.7252
C 0.4671 -3.2892 3.4696
C 1.1475 -4.4259 3.7134
C 0.3754 -5.3763 3.0934
C -0.7444 -4.7739 2.5267
H -1.4214 -2.7538 2.5279
H 0.5718 -2.2587 3.7755
H 2.0461 -4.4616 4.3114
H 0.5772 -6.4293 3.2232
H -1.6317 -5.2400 2.1244
N -2.0840 -0.6275 -3.1919
C -2.4272 -1.8396 -2.5862
C -3.0525 -2.5798 -3.5673
C -2.8622 -2.0086 -4.8150
C -2.1491 -0.8313 -4.5748
H -1.5493 0.1064 -2.7496
H -2.3087 -2.0226 -1.5285
H -3.6111 -3.4805 -3.3595
H -3.2183 -2.4610 -5.7287
H -1.8844 -0.0986 -5.3228
N 1.5623 3.7128 1.1768
C 1.3218 4.2605 2.3491
C 1.6832 5.5951 2.2260
C 2.0115 5.9441 0.9073
C 2.0456 4.6396 0.2797
H 1.3903 2.7387 0.9725
H 0.8311 3.5872 3.0363
H 1.7508 6.2117 3.1101
H 2.3187 6.8808 0.4661
H 2.2583 4.2451 -0.7029

87
Properties=species:S:1:pos:R:3 method="wB97M-V/def2-TZVPD" s2=0.7547 homo_lumo_gap_ev="8.737 / 2.531" total_charge=0 multiplicity=2
P -0.1979 0.2225 -0.0618
F 0.3623 -1.1617 0.5636
F -0.0764 0.8838 1.4532
F 1.3055 0.7544 -0.4647
F -0.7736 1.5762 -0.7181
F -0.4053 -0.5366 -1.4778
F -1.7289 -0.2242 0.3175
C 4.1796 -2.0181 2.2350
O 5.3641 -1.8440 2.2404
N 3.6618 -3.1622 2.0762
N 3.1517 -1.1976 2.5309
H 4.2661 -3.9421 1.8604
H 2.6773 -3.3870 2.0943
H 3.3637 -0.2476 2.8003
H 2.1837 -1.4846 2.5028
C 3.0338 -2.4013 -1.9110
O 3.7230 -3.3775 -2.1092
N 3.4286 -1.4443 -1.1432
N 1.8600 -2.2293 -2.3043
H 4.3318 -1.5708 -0.7092
H 2.8238 -0.6631 -0.9333
H 1.5321 -3.1092 -2.6764
H 1.3447 -1.4101 -2.0155
C -0.1375 -2.7930 3.6234
O 0.6836 -3.3550 2.8954
N -0.3672 -2.9956 4.9023
N -0.8854 -1.8842 3.2064
H 0.1937 -3.7548 5.2616
H -1.1075 -2.5720 5.4433
H -0.7616 -1.4669 2.2951
H -1.6483 -1.5748 3.7914
C 0.6345 -5.1636 -0.3966
O 0.5540 -5.6402 -1.5759
N -0.2433 -4.3174 0.1456
N 1.6182 -5.3271 0.4644
H -0.1186 -3.9906 1.0932
H -1.1130 -4.2295 -0.3602
H 1.6600 -4.7772 1.3105
H 2.4458 -5.7779 0.1011
C -4.2407 -2.2569 -0.1390
O -5.0152 -3.1845 -0.0786
N -4.3322 -0.9888 0.3458
N -3.0628 -2.4196 -0.6390
H -3.4868 -0.4495 0.4661
H -5.1710 -0.6151 0.7665
H -2.4361 -1.6283 -0.6029
H -2.9253 -3.2637 -1.1761
C 1.8917 3.6369 2.5495
O 2.5172 4.5905 2.9934
N 2.3797 2.4210 2.6565
N 0.8409 3.6978 1.7652
H 1.9480 1.7233 2.0675
H 3.3403 2.3722 2.9645
H 0.4645 4.5796 1.4474
H 0.5081 2.8589 1.3117
C 1.1936 4.4057 -1.9480
O 0.5046 5.0118 -1.1518
N 1.1982 3.1671 -2.0920
N 2.0026 5.0220 -2.7799
H 1.8724 2.7432 -2.7131
H 0.5399 2.5568 -1.6292
H 2.0233 6.0318 -2.7828
H 2.4948 4.4101 -3.4150
C -2.3014 3.6955 2.2838
C -3.8433 3.7186 2.1869
C -4.6062 4.1385 3.4889
O -4.0759 4.7836 1.3548
H -1.9260 3.4220 1.2977
H -1.8988 3.0778 3.0866
H -1.9480 4.6797 2.5910
H -4.2912 2.8875 1.6420
H -4.9542 5.1707 3.5280
H -4.0778 4.0041 4.4327
H -5.5870 3.6646 3.5278
H -3.2553 5.1595 1.0276
C 0.1645 -1.0684 -6.2745
C -0.0550 -0.2374 -5.0141
C -0.6618 1.1093 -5.4206
O -0.9952 -0.9142 -4.1323
H 1.0227 -0.6647 -6.8119
H -0.6540 -0.9690 -6.9874
H 0.2879 -2.1074 -5.9689
H 0.8151 -0.1898 -4.3593
H -1.1751 1.6816 -4.6479
H -1.3773 1.2334 -6.2335
H 0.1753 1.6341 -5.8810
H -0.6502 -0.7375 -3.2541

75
Properties=species:S:1:pos:R:3 method="wB97M-V/def2-TZVPD" homo_lumo_gap_ev=8.907 total_charge=+1 multiplicity=1
C 5.1199 1.5343 -0.1394
C 4.8215 0.1406 -0.6656
O 6.0114 -0.6008 -0.8567
C 3.9605 -0.6412 0.3059
N 3.4617 -1.8795 -0.2685
C 2.5757 -2.6507 0.6130
C 1.2219 -2.9747 -0.0156
O 0.1446 -2.1944 0.5133
C 0.2432 -0.8116 0.2686
C 0.1466 -0.0627 1.5999
C -1.0892 0.8299 1.4892
S -1.6475 1.1789 3.1863
O -0.4459 1.5305 3.8622
O -2.5261 0.1530 3.6249
C -2.6092 2.7975 3.1284
F -3.8322 2.5795 2.6281
F -2.7158 3.1431 4.4057
C -1.9557 3.9404 2.2954
F -2.2409 3.6917 0.9918
F -0.6261 3.9278 2.4238
C -2.4699 5.3686 2.6226
F -2.1954 5.6850 3.8821
F -1.8640 6.2282 1.8052
F -3.7885 5.4173 2.4257
N -1.9578 0.0235 0.5569
P -3.7078 0.4824 0.1995
N -4.6386 0.0303 1.3162
C -0.9520 -0.2935 -0.5890
C -1.4603 -1.4047 -1.5171
C -2.4764 -1.1997 -2.6787
C -2.8391 0.1900 -3.2346
C -2.0142 0.6177 -4.4629
N -1.6016 2.0208 -4.4145
P -0.4237 1.3228 -1.5579
N 0.9293 1.8853 -0.6696
O 0.3453 0.5300 -2.7517
H 4.2006 2.1130 -0.0188
H 5.6258 1.4759 0.8241
H 5.7614 2.0739 -0.8352
H 4.2811 0.2347 -1.6223
H 6.4283 -0.3428 -1.6836
H 4.5802 -0.8836 1.1726
H 3.1439 0.0221 0.6464
H 2.9962 -1.6775 -1.1466
H 3.0587 -3.5916 0.8803
H 2.3967 -2.0893 1.5372
H 1.2837 -2.8349 -1.1053
H 0.9370 -4.0093 0.1492
H 1.1847 -0.5896 -0.2331
H -0.0190 -0.8006 2.3887
H 1.0376 0.4979 1.8609
H -0.8754 1.7894 1.0340
H -2.0961 -0.8809 1.0383
H -3.5200 1.8215 -0.1723
H -3.7670 -0.2618 -0.9660
H -5.1075 0.7237 1.8808
H -0.5573 -1.8428 -1.9355
H -1.8522 -2.1830 -0.8587
H -3.3952 -1.7140 -2.3929
H -2.0964 -1.7744 -3.5240
H -3.8896 0.1455 -3.5289
H -2.7793 0.9843 -2.4854
H -1.1288 -0.0186 -4.5262
H -2.6052 0.4287 -5.3622
H -1.7407 2.4914 -5.2968
H -2.1000 2.5416 -3.7058
H 1.7586 1.9976 -1.2422
H 0.7595 2.7572 -0.1801
H 1.1043 -0.0001 -2.4718
C 1.3935 -6.0718 2.1131
O 2.5334 -5.9832 1.2666
H 1.0092 -5.0606 2.2403
H 0.6067 -6.6925 1.6766
H 1.6482 -6.4635 3.1002
H 2.8966 -6.8676 1.1615

106
Properties=species:S:1:pos:R:3 method="wB97M-V/def2-TZVPD" homo_lumo_gap_ev=6.199 total_charge=0 multiplicity=1 smiles="C#CC1=C(C[C@@H](O)CN)C(=O)C(CCOC=O)=C(CC(=O)I)C1=O.CCN(CC)CC.CCN(CC)CC.CCN(CC)CC"
C 4.2022 -6.5943 8.6946
C 3.4265 -6.7655 7.8052
C 2.3749 -6.6448 6.8726
C 2.4222 -5.8193 5.8116
C 3.6358 -4.9975 5.5046
C 4.6432 -5.8040 4.6438
O 4.4905 -5.4819 3.2745
C 6.0744 -5.5828 5.0734
N 6.9759 -6.4192 4.2794
C 1.2795 -5.7173 4.8749
O 1.3761 -5.0740 3.8502
C 0.0211 -6.4286 5.2016
C -1.1104 -6.1808 4.2693
C -1.5945 -4.7119 4.2540
O -0.9650 -3.9164 5.2647
C -0.4927 -2.7329 4.7943
O -0.6726 -1.6925 5.3693
C -0.0105 -7.2625 6.2453
C -1.2279 -8.0420 6.6620
C -1.4119 -9.2183 5.7252
O -0.5097 -9.9154 5.4002
I -3.3895 -9.6214 4.9672
C 1.1828 -7.5046 7.0890
O 1.1773 -8.3683 7.9327
H 4.8924 -6.4621 9.4858
H 3.3022 -4.1533 4.9132
H 4.0784 -4.6436 6.4271
H 4.4229 -6.8626 4.7863
H 3.9724 -6.1702 2.8577
H 6.1761 -5.8145 6.1297
H 6.3244 -4.5312 4.9536
H 7.7631 -5.9015 3.9282
H 7.2868 -7.2205 4.8030
H -1.9585 -6.8256 4.4532
H -0.7541 -6.4300 3.2728
H -2.6640 -4.6927 4.4263
H -1.4034 -4.2887 3.2737
H 0.1033 -2.7740 3.8763
H -2.0964 -7.3953 6.6903
H -1.0569 -8.4300 7.6607
C 2.3660 -1.4121 -1.0785
C 1.5460 -1.1791 0.1815
N 1.7609 0.1275 0.7724
C 1.2015 0.2529 2.1070
C -0.3208 0.1675 2.2706
C 1.5544 1.2580 -0.1132
C 0.1792 1.4137 -0.7778
H 3.4276 -1.2528 -0.8866
H 2.2326 -2.4400 -1.4182
H 2.0594 -0.7581 -1.8961
H 1.8421 -1.9288 0.9207
H 0.4849 -1.3704 -0.0486
H 1.5508 1.1935 2.5409
H 1.6552 -0.5318 2.7217
H -0.8213 1.0763 1.9392
H -0.5662 0.0328 3.3258
H -0.7488 -0.6772 1.7274
H 2.3081 1.2091 -0.9036
H 1.7929 2.1716 0.4367
H -0.2044 0.4680 -1.1639
H 0.2597 2.1016 -1.6218
H -0.5594 1.8317 -0.0956
C -0.4205 0.0994 -7.1671
C -1.0093 1.4965 -7.0414
N -1.5908 1.7579 -5.7388
C -2.3894 2.9699 -5.6980
C -1.6825 4.3135 -5.9177
C -0.7130 1.5382 -4.6036
C 0.6006 2.3305 -4.5425
H -1.1649 -0.6598 -6.9244
H -0.0868 -0.0669 -8.1921
H 0.4440 -0.0433 -6.5178
H -1.8050 1.5966 -7.7844
H -0.2350 2.2313 -7.3147
H -2.9183 3.0006 -4.7413
H -3.1719 2.8686 -6.4568
H -1.1074 4.6194 -5.0446
H -2.4279 5.0920 -6.0968
H -1.0187 4.2952 -6.7824
H -0.4690 0.4734 -4.5654
H -1.2815 1.7215 -3.6886
H 1.1147 2.3623 -5.5039
H 1.2795 1.8609 -3.8274
H 0.4422 3.3544 -4.2065
C -4.6816 6.7602 -4.0270
C -4.5310 8.1629 -4.5973
N -3.7770 9.0541 -3.7364
C -3.8592 10.4477 -4.1365
C -3.2556 10.8523 -5.4876
C -2.4621 8.5796 -3.3460
C -1.4583 8.2473 -4.4584
H -5.1254 6.7903 -3.0313
H -5.3335 6.1699 -4.6725
H -3.7265 6.2363 -3.9649
H -5.5306 8.5884 -4.7195
H -4.1003 8.0867 -5.6089
H -3.4069 11.0571 -3.3495
H -4.9190 10.7211 -4.1410
H -2.1677 10.8863 -5.4559
H -3.5990 11.8536 -5.7552
H -3.5577 10.1801 -6.2910
H -2.5960 7.6845 -2.7334
H -2.0201 9.3135 -2.6679
H -1.9199 7.6861 -5.2720
H -0.6544 7.6292 -4.0529
H -0.9940 9.1390 -4.8763

57
Properties=species:S:1:pos:R:3 method="wB97M-V/def2-TZVPD" homo_lumo_gap_ev=7.920 total_charge=+1 multiplicity=1
Au 0.2637 -0.4636 1.7863
F -2.8150 -4.4095 -0.0141
C -2.7121 -3.3074 0.7331
C -1.4819 -2.6790 0.8217
C -1.3968 -1.5438 1.5978
C -2.5139 -0.9994 2.2516
C -3.7148 -1.6947 2.1303
F -4.8193 -1.2252 2.7292
C -3.8392 -2.8484 1.3851
C -2.3342 0.2996 2.9092
C -3.2708 0.9962 3.6661
C -2.9282 2.2206 4.2120
C -1.6590 2.7422 4.0091
C -0.7678 2.0111 3.2536
N -1.1078 0.8368 2.7212
H -0.6239 -3.0827 0.3030
H -4.7861 -3.3608 1.3016
H -4.2487 0.5748 3.8264
H -3.6527 2.7657 4.8019
H -1.3611 3.6930 4.4250
H 0.2432 2.3433 3.0570
O 1.9407 0.7586 1.9342
N 3.0965 0.0990 2.1279
C 4.2035 0.8756 2.1826
C 5.4374 0.3249 2.3732
C 5.5369 -1.0632 2.5008
C 4.4024 -1.8291 2.4259
C 3.1471 -1.2379 2.2317
S 1.7160 -2.2118 2.1644
H 3.9994 1.9279 2.0604
H 6.3057 0.9643 2.4147
H 6.4986 -1.5331 2.6509
H 4.4423 -2.9057 2.5111
O 0.6573 -0.5556 -0.7044
S -0.0740 0.5735 -1.3641
C 1.0664 1.3402 -2.5023
C 0.9680 2.7057 -2.7081
C 1.8376 3.3154 -3.6034
C 2.7951 2.5580 -4.2597
C 2.8934 1.1892 -4.0284
C 2.0244 0.5705 -3.1468
C -1.2020 -0.1914 -2.5218
C -1.0405 -1.5268 -2.8514
C -1.9389 -2.1106 -3.7320
C -2.9784 -1.3605 -4.2666
C -3.1311 -0.0246 -3.9205
C -2.2426 0.5669 -3.0352
H 0.2255 3.2877 -2.1755
H 1.7713 4.3803 -3.7798
H 3.4748 3.0345 -4.9533
H 3.6476 0.6073 -4.5409
H 2.0869 -0.4913 -2.9447
H -0.2284 -2.0919 -2.4124
H -1.8292 -3.1529 -3.9998
H -3.6772 -1.8214 -4.9517
H -3.9466 0.5538 -4.3329
H -2.3597 1.6057 -2.7493

45
Properties=species:S:1:pos:R:3 method="wB97M-V/def2-TZVPD" homo_lumo_gap_ev=10.327 total_charge=0 multiplicity=1 smiles="O=C(NCCc1ccccn1)C(F)(F)C(F)(F)C(F)(F)C(F)(F)C(F)(F)C(F)(F)C(F)(F)C(F)F"
O -1.8620 -3.8497 -0.7108
C -1.8063 -2.7186 -1.1258
N -0.9576 -2.2186 -2.0132
C 0.1687 -2.9800 -2.5077
C 1.4808 -2.3100 -2.0928
C 1.6482 -0.9299 -2.6670
C 2.9119 -0.4302 -2.9743
C 3.0243 0.8560 -3.4724
C 1.8724 1.6114 -3.6481
C 0.6584 1.0294 -3.3206
N 0.5525 -0.1994 -2.8456
C -2.8629 -1.6708 -0.6167
F -4.1028 -2.0631 -0.9732
F -2.6927 -0.4416 -1.1704
C -2.8378 -1.5161 0.9299
F -3.1579 -2.6809 1.5101
F -3.7706 -0.6240 1.3241
C -1.4598 -1.0708 1.5175
F -1.5382 -1.1267 2.8559
F -0.5016 -1.9411 1.1402
C -0.9714 0.3481 1.0857
F -0.4522 0.2484 -0.1561
F -1.9758 1.2268 1.0232
C 0.1193 0.9175 2.0544
F 0.9309 -0.0617 2.4829
F -0.4921 1.4221 3.1325
C 0.9741 2.0473 1.3807
F 0.2401 2.6810 0.4420
F 1.2857 2.9619 2.3055
C 2.2952 1.5260 0.7303
F 3.2100 1.3402 1.6896
F 2.0915 0.3235 0.1478
C 2.8090 2.5046 -0.3594
F 2.9094 3.7446 0.1341
F 4.0298 2.1219 -0.7579
H -0.8727 -1.2256 -2.2579
H 0.1046 -3.9880 -2.0941
H 0.1035 -3.0297 -3.5984
H 2.3183 -2.9366 -2.3998
H 1.5049 -2.2276 -1.0024
H 3.7880 -1.0412 -2.8260
H 3.9928 1.2641 -3.7196
H 1.9153 2.6152 -4.0413
H -0.2761 1.5610 -3.4409
H 2.1309 2.5004 -1.2296

no.,strongest force on any atom (eV/A)
1,5.1
2,4.8
3,8.2
4,0.5
5,1.5
6,1.2
7,1.0